# 1
This record from the Open Molecules 2025 dataset describes a molecular structure, C25H31AlCl5F7KMgNO15PS2. The level of theory is the ωB97M-V functional and the def2-TZVPD basis.

energy above the lowest of the compared OMol25 structures with the same formula, charge and spin = 0.0 kJ/mol
electronic energy = -199568.177 eV
orbital gap = 0.89 eV
E_HOMO = -9.66 eV
lowest unoccupied orbital energy = -8.767 eV
charge = +1

Geometry (Å):
1 C 1.982 0.405 0.360
2 C 1.811 -1.066 0.168
3 C 2.482 -1.890 1.068
4 C 2.364 -3.259 0.947
5 C 1.585 -3.835 -0.029
6 C 0.861 -3.039 -0.924
7 C 1.002 -1.636 -0.837
8 C 0.315 -0.647 -1.763
9 C -0.950 -0.048 -1.113
10 C -2.233 -0.516 -1.841
11 S -3.210 -1.639 -0.920
12 O -4.188 -1.017 -0.119
13 O -3.818 -2.573 -1.907
14 O -2.315 -2.524 0.023
15 C -0.007 -3.760 -1.897
16 O -0.761 -3.210 -2.695
17 C -0.017 -5.245 -1.883
18 C 0.699 -5.977 -1.033
19 C 1.579 -5.321 -0.056
20 O 2.303 -5.966 0.673
21 H 1.761 0.727 1.375
22 H 3.025 0.665 0.175
23 H 1.390 1.028 -0.296
24 H 3.069 -1.416 1.846
25 H 2.884 -3.917 1.647
26 H 1.021 0.165 -1.900
27 H 0.113 -1.043 -2.746
28 H -0.922 1.031 -1.010
29 H -0.992 -0.416 -0.086
30 H -2.876 0.346 -2.004
31 H -1.961 -1.028 -2.758
32 H -2.669 -2.425 0.934
33 H -0.675 -5.735 -2.602
34 H 0.651 -7.057 -1.031
35 Al 4.896 -3.721 1.162
36 F 1.450 3.851 -0.184
37 P 2.604 4.549 0.814
38 F 2.541 2.983 1.393
39 F 1.716 5.925 0.610
40 F 3.357 4.961 -0.591
41 F 4.185 4.516 1.284
42 F 2.301 4.952 2.389
43 C -0.406 9.191 4.900
44 C 0.367 8.168 5.726
45 C 1.899 8.190 5.487
46 O 2.308 7.618 4.281
47 C 2.154 8.425 3.128
48 N -0.192 6.843 5.488
49 H -0.545 8.868 3.869
50 H -1.399 9.336 5.325
51 H 0.100 10.157 4.892
52 H 0.209 8.415 6.780
53 H 2.365 7.587 6.270
54 H 2.293 9.211 5.591
55 H 2.347 9.480 3.348
56 H 1.156 8.299 2.704
57 H 2.869 8.081 2.383
58 H 0.234 6.175 6.124
59 H 0.111 6.531 4.567
60 O -6.466 -1.030 2.573
61 Cl -6.581 -2.426 2.237
62 O -5.258 -3.011 2.113
63 O -7.267 -2.537 0.949
64 O -7.319 -3.124 3.246
65 C -11.145 -1.412 2.612
66 Cl -11.783 -2.998 2.997
67 Cl -11.961 -0.812 1.115
68 Cl -11.480 -0.297 3.926
69 Cl -9.414 -1.515 2.329
70 O -1.694 -5.482 -4.596
71 H -1.428 -4.656 -4.164
72 K -9.961 -0.182 -0.214
73 O 7.490 -4.232 -1.270
74 S 8.014 -5.528 -0.833
75 O 8.268 -5.545 0.608
76 O 9.271 -5.783 -1.528
77 O 6.998 -6.543 -1.115
78 F 2.522 -0.553 -5.103
79 C 2.213 -1.750 -5.645
80 C 1.087 -2.409 -5.195
81 C 0.760 -3.640 -5.750
82 C 1.568 -4.191 -6.735
83 C 2.698 -3.511 -7.169
84 C 3.026 -2.277 -6.626
85 H 0.482 -1.959 -4.424
86 H -0.121 -4.173 -5.419
87 H 1.313 -5.151 -7.165
88 H 3.328 -3.942 -7.935
89 H 3.897 -1.728 -6.956
90 Mg -3.281 -4.361 -2.365

# 2
This record from the Open Molecules 2025 dataset describes a molecular structure, C35H38IrN7OSe. The level of theory is the ωB97M-V functional and the def2-TZVPD basis.

energy above the lowest of the compared OMol25 structures with the same formula, charge and spin = 247.9 kJ/mol
⟨S²⟩ = 0.763
multiplicity = 2
electronic energy = -117551.858 eV
orbital gap (spin up / spin down) = 6.11 / 6.11 eV
E_HOMO (spin up / spin down) = -16.40 / -16.41 eV
lowest unoccupied orbital energy (spin up / spin down) = -10.288 / -10.295 eV
charge = +3

Geometry (Å):
1 Ir 0.096 0.018 0.091
2 C -3.265 -0.165 2.123
3 C -2.219 0.323 3.099
4 C -2.315 0.011 4.450
5 C -1.405 0.518 5.363
6 C -0.414 1.397 4.948
7 C -0.284 1.740 3.608
8 C 0.702 2.800 3.176
9 C -1.166 1.149 2.701
10 N -0.969 1.392 1.285
11 C -1.572 2.370 0.720
12 C -2.523 3.290 1.396
13 C -1.248 2.552 -0.721
14 C -1.520 3.836 -1.407
15 N -0.729 1.510 -1.253
16 C -0.448 1.493 -2.682
17 C -1.485 1.126 -3.544
18 C -2.878 0.845 -3.035
19 C -1.214 1.115 -4.909
20 C 0.038 1.464 -5.391
21 C 1.043 1.829 -4.510
22 C 0.822 1.839 -3.136
23 C 1.913 2.250 -2.181
24 H -3.662 -1.131 2.429
25 H -2.878 -0.247 1.107
26 H -4.108 0.530 2.094
27 H -3.131 -0.615 4.793
28 H -1.492 0.260 6.411
29 H 0.252 1.845 5.675
30 H 1.496 2.925 3.909
31 H 0.190 3.763 3.095
32 H 1.139 2.592 2.203
33 H -2.710 2.989 2.423
34 H -3.467 3.314 0.846
35 H -2.129 4.311 1.398
36 H -1.093 4.658 -0.827
37 H -2.597 4.020 -1.469
38 H -1.104 3.846 -2.411
39 H -2.872 0.356 -2.059
40 H -3.430 0.219 -3.733
41 H -3.440 1.778 -2.937
42 H -2.008 0.855 -5.599
43 H 0.227 1.464 -6.456
44 H 2.012 2.126 -4.894
45 H 2.888 2.213 -2.665
46 H 1.934 1.594 -1.306
47 H 1.768 3.273 -1.823
48 C 3.599 0.808 2.472
49 C 2.659 0.813 1.436
50 N 1.573 0.055 1.483
51 C 1.401 -0.771 2.542
52 C 2.255 -0.816 3.632
53 C 3.387 0.020 3.583
54 C 1.954 -1.741 4.695
55 C 0.909 -2.599 4.590
56 C 0.065 -2.587 3.422
57 C -1.008 -3.471 3.181
58 C -1.720 -3.368 2.007
59 C -1.383 -2.379 1.072
60 N -0.391 -1.533 1.300
61 C 0.322 -1.646 2.441
62 H 4.482 1.424 2.380
63 H 2.791 1.439 0.562
64 H 4.094 0.016 4.404
65 H 2.597 -1.754 5.566
66 H 0.704 -3.324 5.367
67 H -1.257 -4.231 3.913
68 H -2.540 -4.037 1.786
69 H -1.917 -2.286 0.132
70 C 4.999 -1.513 -1.799
71 N 3.597 -1.096 -1.817
72 C 2.673 -1.479 -0.950
73 N 3.015 -2.314 0.049
74 O 1.478 -1.046 -1.077
75 H 5.498 -1.082 -2.661
76 H 5.093 -2.598 -1.869
77 H 5.498 -1.158 -0.897
78 H 3.275 -0.501 -2.564
79 H 3.898 -2.799 0.028
80 H 2.269 -2.754 0.560
81 Se -0.469 -1.656 -2.926
82 C -1.833 -2.846 -2.951
83 N -2.683 -3.634 -2.928